128
Properties=species:S:1:pos:R:3 method="wB97M-V/def2-TZVPD" e_tot_ev=-163821.1693 e_lumo_ev=0.07 fmax_ev_per_a=3.99 spin_multiplicity=1 smiles="CCOS(C)(=O)=O.CCOS(C)(=O)=O.CCOS(C)(=O)=O.CCOS(C)(=O)=O.COP(=O)(OC)OC.COP(=O)(OC)OC.COP(=O)(OC)OC.COP(=O)(OC)OC" homo_ev=-10.153
C 2.01327 -4.89305 2.01885
C 1.81028 -3.82708 3.10853
O 3.02133 -3.35548 3.52790
S 3.01720 -1.82036 4.24653
C 2.06419 -2.27656 5.75490
O 4.40579 -1.54840 4.61389
O 2.28747 -0.87246 3.41197
H 2.78535 -5.61434 2.28668
H 2.43451 -4.40130 1.14202
H 1.04046 -5.31266 1.76260
H 1.09617 -3.10290 2.71649
H 1.31665 -4.39693 3.89574
H 2.45774 -3.26921 5.97369
H 1.01675 -2.36440 5.46635
H 2.23971 -1.52147 6.52114
C 2.94165 0.58531 -3.91819
C 3.67420 1.85386 -3.36612
O 2.71923 2.65945 -2.70938
S 3.35304 4.04788 -1.95131
C 1.71820 4.70654 -1.44447
O 3.99955 3.57499 -0.75945
O 3.96214 4.89966 -2.95915
H 1.94507 0.80347 -4.30204
H 2.76301 -0.08849 -3.08023
H 3.49612 0.04930 -4.68849
H 4.27540 1.61888 -2.48780
H 4.19816 2.45882 -4.10611
H 1.22131 4.01124 -0.76790
H 1.06143 4.85120 -2.30228
H 1.89986 5.61897 -0.87652
C -2.83573 2.96683 -5.78001
C -4.01365 3.70849 -5.24037
O -5.13908 2.94593 -4.95698
S -5.24173 2.38558 -3.34857
C -6.23558 3.89641 -2.88666
O -5.93349 1.11384 -3.32649
O -3.93915 2.54016 -2.70266
H -2.02415 3.69313 -5.82406
H -2.99556 2.72949 -6.83178
H -2.54247 2.12037 -5.15906
H -3.60767 4.24219 -4.38104
H -4.36427 4.48696 -5.91798
H -5.77883 4.83211 -3.20906
H -6.14123 3.98937 -1.80474
H -7.25499 3.81276 -3.26337
C 5.88700 -0.40918 1.57228
C 5.26533 -1.53583 0.73350
O 6.33721 -2.45034 0.52593
S 6.08900 -3.54121 -0.70513
C 7.55822 -4.56590 -0.28706
O 4.79530 -4.22353 -0.40355
O 6.35458 -2.87408 -1.94727
H 6.70923 0.03961 1.01495
H 6.37433 -0.91193 2.40766
H 5.16543 0.32835 1.92368
H 4.56253 -2.14712 1.29963
H 4.69308 -1.22805 -0.14166
H 8.42263 -4.12044 -0.77945
H 7.39185 -5.59966 -0.58998
H 7.70740 -4.60465 0.79199
C -4.93613 -7.63928 -2.62222
O -4.00045 -7.12429 -1.68288
P -3.74109 -5.52685 -1.55684
O -4.39020 -4.63282 -2.53117
O -4.04704 -5.35268 0.00130
C -5.38907 -5.13082 0.39936
O -2.11114 -5.51868 -1.57245
C -1.49429 -4.26380 -1.48676
H -5.94987 -7.91314 -2.32993
H -4.57271 -8.58948 -3.01354
H -5.07594 -6.97589 -3.47573
H -6.16165 -5.24757 -0.36063
H -5.60932 -4.12085 0.74513
H -5.57702 -5.77509 1.25825
H -1.03836 -4.06457 -2.45657
H -0.67607 -4.23747 -0.76708
H -2.19288 -3.46529 -1.23686
C -2.60053 2.37376 1.57087
O -3.81145 2.62531 0.82434
P -5.18738 1.75693 1.07236
O -6.40849 2.23329 0.34716
O -4.76748 0.19142 0.73151
C -4.20060 0.01550 -0.57741
O -5.39007 1.67455 2.67000
C -6.25735 0.78155 3.32548
H -2.83009 1.52069 2.20935
H -2.24532 3.23503 2.13669
H -1.71921 1.99548 1.05290
H -3.62930 -0.90584 -0.46408
H -3.39362 0.69505 -0.85145
H -4.96915 -0.17545 -1.32639
H -5.72475 0.04810 3.93087
H -7.01144 0.40922 2.63208
H -6.77628 1.25570 4.15854
C -0.46552 4.82457 4.59396
O 0.88453 4.97321 4.12438
P 1.21135 4.51097 2.58512
O 0.25586 5.03401 1.59075
O 2.69526 4.97495 2.33885
C 3.06771 6.31985 2.16075
O 1.36885 2.88062 2.64394
C 2.23592 2.26231 3.61564
H -1.06253 4.17231 3.95660
H -1.00787 5.76881 4.64247
H -0.35614 4.30183 5.54417
H 3.67100 6.35286 1.25353
H 3.63983 6.81670 2.94427
H 2.20520 6.94652 1.93388
H 2.55617 3.03699 4.31235
H 3.07886 1.66845 3.26227
H 1.62761 1.55048 4.17362
C 1.73918 -2.92127 -0.85447
O 1.54786 -1.67207 -1.50914
P 0.40315 -0.65687 -0.95517
O -0.91722 -1.28775 -0.70857
O 1.00768 -0.02480 0.39200
C 2.24741 0.65665 0.32829
O 0.36242 0.54534 -2.03014
C -0.53001 1.61872 -1.91033
H 1.01352 -3.03192 -0.04869
H 2.70598 -3.00185 -0.35757
H 1.59272 -3.67165 -1.63138
H 2.81320 0.33881 -0.54747
H 2.88099 0.45700 1.19248
H 2.20647 1.74342 0.25507
H -1.26082 1.34026 -1.15108
H -1.02344 1.82213 -2.86073
H -0.01080 2.50451 -1.54441

15
Properties=species:S:1:pos:R:3 method="wB97M-V/def2-TZVPD" e_tot_ev=-9304.0554 e_lumo_ev=0.54 fmax_ev_per_a=2.03 spin_multiplicity=1 smiles=CN[C@H](C#N)CO homo_ev=-9.864
C -1.76986 0.49750 0.67303
N -0.52319 -0.19045 0.89140
C 0.14290 -0.21848 -0.37753
C -0.43993 -1.22933 -1.27729
N -0.93676 -1.93428 -2.04752
C 1.66128 -0.39165 -0.18736
O 2.14365 0.64581 0.63907
H -2.48788 -0.16907 0.18659
H -2.18335 0.85920 1.62089
H -1.54321 1.29568 -0.12170
H 0.08048 0.31475 1.53460
H -0.19823 0.78781 -0.87967
H 2.16058 -0.41916 -1.16214
H 1.91455 -1.32303 0.33607
H 1.97896 1.47471 0.17155

Relative energy (zero: lowest compared OMol25 entry of this formula, charge and spin) readings, ordered: 73.7, 53.9 kcal per mole